The following is a DFT calculation (ωB97M-V/def2-TZVPD) of the ion C4H9N2OS with charge +1 at a distorted geometry.

Calculated values
total charge = +1
calculated total energy = -740.4941 Ha
LUMO level = -3.26 eV
ΔE to the lowest compared entry with this formula, charge and spin = 128.38 kJ/mol
HOMO-LUMO gap = 10.8276 eV

Structure (XYZ):
```
17
Properties=species:S:1:pos:R:3:mulliken_charge:R:1
H 1.3939 0.0671 -1.6631 0.53
H 0.1128 1.7963 0.6176 0.34
H -0.0407 -2.3460 0.6038 0.36
H -3.4432 1.1903 0.1666 0.24
H 1.5625 -1.1215 1.8792 0.40
H -2.3865 2.4981 0.2990 0.19
C -0.1422 -1.4809 -0.1880 -0.59
N -2.4547 1.5775 0.1242 -0.36
S -1.8825 -0.9806 -0.3977 -0.16
C 0.6791 -0.2696 0.2286 0.82
O 1.0772 -0.2442 1.5723 -0.59
H 2.7062 -0.9077 -0.8898 0.32
H 0.2534 -1.9408 -1.0886 0.40
C 1.8223 -0.1116 -0.7726 -1.73
H 2.4772 0.7205 -0.6313 0.41
N -0.2180 0.8460 0.1759 -0.24
C -1.5167 0.7070 -0.0360 0.66
```



The following is a DFT calculation (ωB97M-V/def2-TZVPD) of a structure of composition C47H96BN10O6P2Y at a distorted geometry.

Calculated values
total charge = +2
calculated total energy = -3593.4717 Ha
LUMO level = -3.43 eV
HOMO-LUMO gap = 9.1632 eV

Structure (XYZ):
```
163
Properties=species:S:1:pos:R:3:mulliken_charge:R:1
H -2.7871 -5.8375 2.2966 0.33
H 3.0352 5.2727 0.3506 0.60
H 1.8151 -1.2254 1.3756 -0.71
H -0.7630 -2.3200 3.9951 0.74
C 2.7774 3.0563 -1.5667 3.37
H 2.8676 3.5910 -3.6640 0.56
H -3.1439 1.2070 -2.7844 -0.09
C -0.6752 2.9914 5.2417 -1.28
H -0.7821 3.4213 -5.1773 0.39
C 1.1692 5.4985 2.6138 -1.30
C -4.0097 -4.3756 -2.2175 -1.33
H -1.4639 -0.8583 -3.9465 -0.50
H -0.5218 -2.1567 2.2447 0.60
C -3.5758 2.2352 -0.0203 -1.13
H 2.4574 -2.6199 2.2356 0.12
H 1.9082 4.7146 -2.6852 0.42
C -4.1320 3.2785 0.7161 -1.22
H 5.7641 -0.4506 4.1039 0.36
O -3.6911 -2.2340 -0.9708 0.63
H -4.6277 3.2441 -2.2526 0.35
H -2.7892 0.0476 -1.5012 -0.90
H -1.8305 1.1066 -6.8930 0.30
H 5.7869 0.5099 0.4293 0.23
C 2.2317 4.5615 0.4553 -0.84
C -4.3951 1.4456 -1.0286 2.90
O 0.9756 -3.5882 0.2056 0.56
C 4.1876 3.6383 -1.4337 -1.69
H 7.2553 0.4712 3.8240 0.45
C 2.9061 1.5304 -1.7274 -1.80
O 0.7069 -1.2391 -0.6594 1.75
N -0.3889 1.4839 -4.4824 0.98
H -2.1976 2.8208 -7.0657 0.45
H -6.1564 -2.4982 -0.2557 0.25
C 6.0058 0.0879 1.4149 -1.59
H 0.3435 -3.4205 3.1413 0.40
H 0.2189 6.0329 2.6192 0.18
H 3.1042 1.2820 -2.7747 0.80
H 1.2566 3.1259 -3.1158 -0.07
H 3.7419 1.1445 -1.1373 0.00
N 4.1371 0.9971 2.6923 -0.52
C -3.2619 4.7983 2.6068 -1.30
H 3.8555 1.6135 3.4453 0.32
H 3.0135 -3.9714 -4.0273 0.40
C -3.0720 -3.7007 2.1498 1.27
H 5.9061 1.2204 4.6822 0.39
H -3.5910 -4.9917 -1.4165 0.23
H -4.2748 -2.5614 3.4774 0.53
C -5.8047 -3.4092 -0.7395 -1.33
H 2.2195 -2.7857 4.7007 0.43
H -4.2430 -0.1298 -2.4753 0.88
H 2.6165 -1.0889 4.9982 0.42
H 3.4885 0.6210 0.8681 -0.48
C 3.7023 -2.5550 -1.6704 -1.05
H -2.2063 -3.5220 2.7775 -0.28
H 0.6158 0.3836 5.6984 0.64
H 7.0784 -0.1099 1.4534 0.52
H -2.3294 3.1077 -3.4329 0.59
H 0.6111 0.3094 -5.8536 0.49
H 5.8019 3.1414 3.0354 0.33
H -3.2391 -4.1611 -2.9593 0.27
C 2.1570 3.6617 -2.8348 -1.24
H 3.8878 -2.4713 -4.3645 0.40
C 2.5270 -5.3597 0.6999 -1.31
C -1.1483 -3.1103 -1.4130 -1.29
C 1.1347 -1.4241 3.4413 2.80
H 1.2622 4.9689 3.5624 0.15
H 0.1628 2.4219 -6.2470 0.60
H 1.9727 6.2293 2.5538 0.48
C -1.9578 2.0402 -6.3417 -1.20
H -4.0341 -5.1703 3.3620 0.42
H 1.1592 -5.3219 -0.9543 0.38
H 1.0936 -1.7754 5.6041 0.48
N -2.0619 2.9571 1.3768 0.57
H -1.7388 3.1969 5.1197 0.17
H -4.3561 -5.3456 1.6303 0.27
C 0.0453 -5.7485 0.8360 -0.83
H -5.1292 3.6824 0.6290 0.62
H 2.1728 -2.6084 -4.7879 0.33
C 1.8003 -1.7792 4.7716 -2.36
N 3.3623 1.3560 1.5530 0.92
C 1.9535 3.4585 -0.3511 -1.98
H 3.3423 -5.0006 0.0738 0.22
N 0.8681 2.8249 0.1206 1.54
H -5.6886 1.8961 -2.7019 0.46
C -0.8014 -0.9580 -4.8104 -0.12
N -2.3044 2.0304 0.3816 1.36
N 0.4644 3.5130 1.2386 0.25
H 0.1148 -6.8210 0.6508 0.53
C -5.2381 2.4270 -1.8591 -2.07
H -5.9344 1.1100 0.4825 0.50
C 6.1289 2.4463 2.2568 -1.58
C 5.6059 1.0374 2.5397 1.53
H -2.8087 1.9287 -5.6648 0.21
C -4.6454 -3.1172 -1.6632 0.82
C -1.3943 3.0319 -2.8763 -1.54
C -0.0266 -2.3909 3.1884 -2.52
C -5.3352 0.5315 -0.2219 -1.70
H -0.7920 3.9025 -3.1318 0.54
H -0.2849 -1.9184 -4.7468 0.26
C -0.2292 1.8847 4.3395 0.21
H 2.0051 1.0020 -1.4273 0.61
H 4.8078 3.2631 -2.2509 0.53
H -6.0513 2.8635 -1.2757 0.43
H -5.0615 -2.8657 1.9266 0.20
C 2.9277 -2.8835 -4.0492 -1.65
O -1.8665 -1.2120 0.3879 -1.28
H -4.9898 -2.4954 -2.4872 0.36
H 4.5268 -1.8893 -1.9298 0.54
H -0.9074 4.0358 2.9059 -0.08
H 4.1833 4.7280 -1.4980 0.38
B -0.7374 3.1321 2.1556 -2.21
H -4.2755 5.1937 2.5933 0.48
C 1.2788 4.5589 1.4567 0.38
H -1.6065 3.0608 -1.8119 -0.44
H 2.6358 -6.4385 0.8222 0.50
H -4.7657 -0.2143 0.3377 0.19
H -1.4257 -0.9681 -5.7030 0.49
C 1.1712 -5.0574 0.1041 0.60
N 0.0938 0.7007 2.4770 1.32
H -1.3744 -2.6363 -2.3718 -0.06
H 7.2211 2.4574 2.2341 0.48
H 2.6077 -4.8934 1.6839 0.22
H 0.0662 0.0872 -2.5290 -1.62
H -6.0159 0.0099 -0.9026 0.44
C 0.2038 0.1987 -4.8511 -0.62
C -0.6969 2.4165 -5.5772 -0.76
H 1.0556 -0.0009 -4.1960 -0.38
C -4.1096 -2.6262 2.4012 -0.93
C 6.1665 0.5371 3.8673 -1.86
N -0.4119 0.9259 -2.2166 1.70
O 1.3517 -3.0797 -2.2744 -0.53
H 3.0693 -0.9865 2.5942 0.46
H -3.0517 4.4306 3.6105 0.15
C 0.3569 0.6868 4.6979 -0.97
P 0.5454 -2.6870 -0.9886 -1.13
C -3.5885 -5.1008 2.3684 -1.50
H -6.6260 -3.8265 -1.3236 0.56
N -0.3752 1.8850 3.0065 0.45
H -1.2251 -4.1950 -1.5214 0.95
H 2.3246 -1.3045 -2.7227 -1.29
H -2.5725 5.6186 2.4001 0.23
C 0.5595 -0.0214 3.5167 -1.06
H -0.9358 -5.4004 0.5092 -0.13
C -3.5807 0.5951 -1.9980 -0.15
H 4.0730 -3.5816 -1.6978 0.30
C -0.6838 1.7448 -3.2022 -0.17
H 0.1302 -5.5784 1.9123 0.26
P -2.3580 -2.4886 -0.2118 -0.66
H -4.7859 -4.9604 -2.7109 0.53
H -3.7744 -1.6460 2.0595 0.05
H 4.6600 3.3515 -0.4922 0.01
H -5.5252 -4.1393 0.0230 0.14
H -0.5018 2.6984 6.2748 0.47
C 2.1849 -1.5680 2.3402 -0.60
H -0.1346 3.9196 5.0556 0.18
H 3.6971 2.2226 1.1356 -0.28
C 2.5860 -2.3629 -2.6761 2.32
O -2.5464 -3.6843 0.7592 0.31
C -3.1541 3.7103 1.5852 0.40
H 5.4790 -0.8668 1.5185 0.26
H 3.3865 -2.3185 -0.6505 -0.13
Y -0.3387 0.7241 0.1809 1.07
H 5.7838 2.8213 1.2905 0.25
```



The following is a DFT calculation (ωB97M-V/def2-TZVPD) of a structure of composition C2H3BrFN at a distorted geometry.

Calculated values
calculated total energy = -2806.5070 Ha
LUMO level = 0.25 eV
ΔE to the lowest compared entry with this formula, charge and spin = 193.48 kJ/mol
HOMO-LUMO gap = 10.1127 eV

Structure (XYZ):
```
8
Properties=species:S:1:pos:R:3:mulliken_charge:R:1
H -1.3536 -0.3439 1.0410 0.25
H -0.1923 2.5931 -0.7932 0.44
C 0.5472 -0.5233 -0.0206 0.20
F 0.6736 2.0869 -0.2055 -0.44
Br 2.4317 -0.6072 0.0467 -0.08
C -0.8280 -0.9329 0.4129 -0.15
N -0.3798 -0.2950 -0.8643 -0.45
H -0.8987 -1.9777 0.3831 0.23
```



The following is a DFT calculation (ωB97M-V/def2-TZVPD) of a structure of composition C57H42BrF4IrN3O2P3S at a distorted geometry.

Calculated values
total charge = +3
calculated total energy = -7011.2629 Ha
LUMO level (spin up / spin down) = -8.87 / -9.83 eV
spin multiplicity = 2
HOMO-LUMO gap (spin up / spin down) = 6.6081 / 5.6416 eV

Structure (XYZ):
```
114
Properties=species:S:1:pos:R:3:mulliken_charge:R:1
C 0.0338 2.0119 -4.1521 -0.38
H 3.1418 -2.4025 -1.1786 0.26
H -3.5357 -3.8900 3.6894 0.54
F -3.9892 1.2630 -6.8409 -0.24
C 2.7272 4.1482 2.0523 -0.77
C 0.6485 2.9572 2.0845 0.73
H 3.7425 -4.6420 -1.9210 0.50
H 1.5566 4.8945 -5.0592 0.50
C 0.8177 2.8855 -4.8864 -1.04
H 1.8597 1.6553 -0.4815 -0.31
C -3.2105 -1.2385 4.3344 -1.23
C -0.4475 3.7674 -2.5719 -1.30
C 3.1070 2.0813 -2.1741 -0.78
H 3.2391 -2.5138 4.0356 0.38
C -2.6182 0.4933 -3.5807 -0.15
C 0.6085 -3.0684 3.9103 -0.45
C -3.5627 3.4117 -1.6818 -0.73
C -5.2731 3.2593 0.0086 -0.87
P 1.4946 -1.2275 2.1278 1.05
Br -2.9328 -1.7688 -1.8571 -0.07
C 1.1763 -5.2714 2.2967 -0.51
C -0.6116 2.4502 -2.9969 1.16
C -2.9220 0.0850 4.4564 -1.34
C 2.9970 -0.6927 2.8858 0.76
F -2.7413 2.4766 -4.8689 -0.36
C 1.6859 3.5392 1.3657 -0.15
C 0.0629 -3.4961 -2.1030 -0.53
H -3.0840 3.9683 -2.4779 0.52
H 5.1797 1.8948 2.8905 0.53
C 4.7428 0.9367 3.1408 -0.86
H 3.4594 0.0838 -4.8948 0.48
H 3.4572 3.0287 -1.7791 0.56
C 3.1055 0.4282 -3.9299 -0.95
C -2.7915 -1.9259 3.1771 1.76
C -3.0739 -0.8162 -3.4971 -0.34
F -4.7211 -1.3386 -6.6328 -0.24
H 1.6821 3.6173 5.2349 0.50
C 3.6473 -1.5410 3.8000 -0.82
C 4.8391 -1.1398 4.3729 -0.81
C -2.1995 0.7967 3.4721 -0.74
C -4.8479 1.9796 0.3370 -1.01
C 2.2028 -0.3422 -3.2140 -1.02
C -4.0639 -0.7522 -5.6655 0.47
C 2.7073 -4.3268 -1.9639 -0.60
H 2.6513 -0.6898 0.2887 0.54
H 0.4410 5.6652 -2.9883 0.54
C -1.8652 -3.0982 0.8558 0.13
O -1.9137 3.0408 1.7177 -0.75
H 0.5809 -6.4493 3.9899 0.44
C 0.9635 4.2034 -4.4724 -0.90
C -1.7809 0.1696 2.3237 0.21
C -3.0039 -3.3022 2.9495 -1.01
C 1.3652 -3.9961 1.7920 -0.34
C 1.0205 -2.6314 -1.5897 1.07
C 0.7135 -5.4479 3.5981 -0.64
C 1.7735 0.0885 -1.9542 -0.19
H -3.7616 -1.7699 5.1004 0.54
P 0.7371 -0.9589 -0.9408 2.84
C 3.5609 1.6325 -3.4089 -0.85
H -2.0230 1.8467 3.6362 0.76
C -3.1089 2.1418 -1.3399 1.45
H -0.3448 -5.4266 -2.9435 0.51
P -1.7398 1.3035 -2.1815 1.20
H 2.0093 -6.1835 -2.7961 0.47
N -1.7034 -1.7920 1.0137 0.40
H -3.2500 0.6267 5.3339 0.51
H 0.0718 -4.4965 5.4145 0.52
C 2.2168 1.3120 -1.4448 0.26
C 2.7336 4.1631 3.4409 -0.78
C 5.3885 0.0933 4.0398 -0.69
H -0.0949 0.9962 -4.5121 0.54
C -4.6362 3.9683 -1.0026 -1.00
F -4.1807 -2.6991 -4.3518 -0.31
C 0.3356 4.6373 -3.3126 -1.02
C 1.7324 -5.1917 -2.4582 -0.73
N 1.6948 -0.9664 0.4979 0.12
H 4.2719 2.2279 -3.9706 0.48
H 1.6384 3.5823 0.2833 0.23
H 1.4104 -6.1338 1.6840 0.50
C -3.6839 0.5715 -5.7685 0.31
H 3.5410 4.6534 3.9722 0.47
H 1.7597 -3.8593 0.7904 0.19
H -6.1124 3.6998 0.5318 0.45
H 3.5194 4.6404 1.4997 0.49
N -0.9662 0.7074 1.2862 0.27
C 0.4262 -4.3501 4.4023 -0.90
C -2.9921 1.1835 -4.7284 0.39
C 3.5402 0.5613 2.5751 -0.05
H -4.9819 4.9598 -1.2668 0.50
H -3.5126 0.3950 -0.0836 0.25
C 1.6900 3.5807 4.1532 -0.91
H -0.9321 4.1212 -1.6729 0.54
S -0.7705 2.3741 1.1828 1.11
H 6.3281 0.3997 4.4839 0.43
H 1.8689 -1.2876 -3.6238 0.61
H 5.3516 -1.7944 5.0661 0.47
C -3.7792 1.4274 -0.3460 -0.25
Ir -1.3095 -0.3242 -0.4409 1.37
H -2.6421 -4.9427 1.6067 0.61
C 0.4149 -4.7706 -2.5351 -0.84
H -5.3531 1.4138 1.1094 0.55
H 0.3938 -2.2091 4.5390 0.48
C -2.5193 -3.8858 1.8037 -1.07
H 1.2982 2.5421 -5.7929 0.54
H 3.0269 1.2349 1.9009 0.30
H -1.4703 -3.5444 -0.0505 -0.02
H -0.9649 -3.1803 -2.2120 0.12
H -0.1979 2.5903 4.0346 0.27
C 1.1001 -2.8927 2.6110 0.72
C -3.7696 -1.4475 -4.4992 0.56
O -0.3899 2.5201 -0.1999 -0.31
C 2.3585 -3.0588 -1.5388 -1.15
C -2.1072 -1.2051 2.1797 -0.28
C 0.6379 2.9910 3.4750 -0.32
```